Density functional theory data (wB97M-V/def2-TZVPD) for a structure of composition C27H45AlNO2P2.

Structure (XYZ):
```
78
Properties=species:S:1:pos:R:3:mulliken_charge:R:1
Al -0.435 1.528 -1.465 -0.533
C -0.745 -2.823 2.480 0.149
C 0.562 -3.129 2.019 0.748
C 0.715 -1.339 3.470 0.098
C -0.664 -1.693 3.340 1.055
C 1.467 -2.225 2.648 0.939
C -1.976 -3.584 2.165 -1.499
H -1.891 -4.083 1.192 0.344
H -2.846 -2.913 2.124 0.361
H -2.202 -4.362 2.913 0.371
C -1.812 -1.042 3.990 -0.993
H -2.674 -1.048 3.311 0.308
H -1.583 0.003 4.232 0.123
H -2.108 -1.570 4.910 0.370
C 1.268 -0.202 4.223 -1.155
H 1.781 -0.536 5.140 0.352
H 0.490 0.520 4.506 0.222
H 1.992 0.365 3.616 0.174
C 2.931 -2.193 2.465 -1.307
H 3.419 -2.713 3.305 0.400
H 3.321 -1.164 2.449 0.336
H 3.234 -2.717 1.552 0.387
C 0.926 -4.249 1.125 -1.698
H 1.159 -5.174 1.685 0.363
H 1.817 -3.996 0.529 0.392
H 0.105 -4.489 0.430 0.337
C -1.356 1.674 -3.169 0.149
C -2.025 0.273 -3.173 -0.640
C -1.457 -0.870 -4.046 -0.699
C 0.012 -0.764 -4.490 -0.966
C 0.934 -0.303 -3.426 -0.340
C 1.490 0.936 -3.299 -0.487
C 1.043 2.174 -4.021 -0.581
C -0.474 2.179 -4.325 -1.348
H -2.092 -0.952 -4.947 0.324
H 0.071 -0.134 -5.386 0.330
H -1.593 -1.832 -3.518 0.129
H -0.679 1.617 -5.248 0.318
H -2.142 2.432 -3.012 0.846
H -3.092 0.343 -3.434 0.975
H -0.762 3.231 -4.510 0.349
H 1.319 3.034 -3.382 0.316
H 2.533 0.986 -2.927 0.691
H 1.578 2.357 -4.980 0.432
H 0.302 -1.791 -4.775 0.473
H 1.434 -1.125 -2.909 0.539
P -2.139 -0.259 -1.408 1.007
C -3.706 0.426 -0.785 -1.387
C -2.062 -1.994 -0.951 -0.951
P 2.726 0.619 0.546 0.227
C 1.156 0.740 -0.412 0.307
C 3.473 -0.718 -0.546 -1.030
C 3.487 2.091 -0.258 -1.259
H -3.518 1.452 -0.425 0.311
H -4.078 -0.197 0.047 0.411
H -4.418 0.430 -1.629 0.388
H -1.784 -2.627 -1.797 0.457
H -3.024 -2.341 -0.548 0.467
H -1.299 -2.119 -0.169 -0.123
H 3.540 1.965 -1.351 0.351
H 4.489 2.312 0.112 0.458
H 2.818 2.937 -0.022 0.253
H 1.519 1.470 -1.195 -0.255
H 1.110 -0.250 -0.855 -0.215
H 4.402 -1.081 -0.091 0.434
H 3.732 -0.389 -1.567 0.396
H 2.793 -1.585 -0.618 0.117
O -0.915 2.947 -0.297 -0.705
C -0.872 3.063 0.996 0.273
C -0.873 4.450 1.631 -0.417
C -1.073 4.161 3.099 -0.649
C -0.972 2.632 3.174 0.245
O -0.995 2.024 4.245 -0.755
N -0.888 2.088 1.890 0.093
H 0.113 4.917 1.457 0.236
H -1.671 5.059 1.184 0.285
H -0.306 4.643 3.720 0.293
H -2.059 4.497 3.445 0.282
```

Results
* net charge: +1
* relative energy (zero: lowest compared OMol25 entry of this formula, charge and spin): 5.4018 eV
* HOMO-LUMO gap: 3.696 eV
* HOMO: -9.72 eV
* total energy: -2185.83712 a.u.
* LUMO level: -0.221 Eh
* maximum force: 0.119 Eh/bohr

---

Density functional theory data (wB97M-V/def2-TZVPD) for a cluster of 2 separate species, C4H12 in total.

Structure (XYZ):
```
16
Properties=species:S:1:pos:R:3:mulliken_charge:R:1
C 0.207 -1.252 1.319 -0.678
C 0.200 -1.276 2.818 -1.001
H -0.742 -0.892 0.929 0.234
H 1.034 -0.649 0.953 0.262
H 0.294 -2.240 0.851 0.282
H -0.149 -0.298 3.182 0.290
H -0.603 -1.858 3.291 0.306
H 1.121 -1.621 3.280 0.298
C -0.737 1.123 -1.556 -0.395
C 0.335 1.387 -2.608 -0.919
H -0.382 0.329 -0.909 -0.104
H -0.853 2.003 -0.919 0.263
H -1.710 0.936 -1.999 0.308
H -0.089 1.847 -3.499 0.296
H 0.888 0.480 -2.874 0.279
H 1.188 1.979 -2.260 0.281
```

Results
* net charge: 0
* relative energy (zero: lowest compared OMol25 entry of this formula, charge and spin): 0.3355 eV
* HOMO-LUMO gap: 12.584 eV
* HOMO: -11.46 eV
* SMILES: CC.CC
* total energy: -159.57264 a.u.
* LUMO level: 0.041 Eh
* maximum force: 0.034 Eh/bohr

---

Density functional theory data (wB97M-V/def2-TZVPD) for a structure of composition C2H2F3O3PtS.

Structure (XYZ):
```
12
Properties=species:S:1:pos:R:3:lowdin_spin:R:1
S -0.226 -0.413 1.449 0.026
O 0.438 -1.754 1.096 0.233
O 0.542 0.662 0.641 0.079
C -1.844 -0.545 0.485 0.004
F -2.596 -1.453 1.086 0.000
F -2.457 0.625 0.507 0.003
F -1.628 -0.914 -0.764 0.004
C 1.527 1.288 -0.961 0.056
O 2.063 0.147 -1.133 0.225
Pt 1.489 -1.283 -0.311 1.357
H 0.570 1.490 -1.471 0.005
H 2.123 2.150 -0.625 0.007
```

Results
* net charge: +1
* HOMO-LUMO gap (spin up / spin down): 9.477 / 7.445 eV
* HOMO (spin up / spin down): -15.10 / -14.83 eV
* total energy: -1119.69616 a.u.
* LUMO level (spin up / spin down): -0.206 / -0.271 Eh
* multiplicity: 3
* maximum force: 0.157 Eh/bohr

---

Density functional theory data (wB97M-V/def2-TZVPD) for a structure of composition C30H20AuN5P2S2Se2.

Structure (XYZ):
```
62
Properties=species:S:1:pos:R:3:mulliken_charge:R:1
Au -3.536 0.618 -1.791 0.327
Se 3.538 -0.567 -3.409 -0.345
P 2.301 -0.765 -1.743 0.092
C 2.234 -2.466 -1.127 0.514
C 3.248 -2.955 -0.306 -0.240
C 3.267 -4.293 0.050 -0.726
C 2.292 -5.157 -0.432 -0.641
C 1.299 -4.680 -1.277 -0.436
C 1.270 -3.337 -1.625 -0.525
C 2.790 0.314 -0.362 0.202
C 2.668 -0.040 0.976 0.636
C 3.044 0.855 1.970 -0.970
C 3.539 2.104 1.633 -0.626
C 3.672 2.459 0.295 -0.827
C 3.308 1.566 -0.699 -0.529
C 0.558 -0.328 -2.062 0.241
C -0.596 -0.138 -1.301 0.848
N -1.561 0.171 -2.208 0.249
N -1.054 0.167 -3.425 -0.789
N 0.204 -0.157 -3.357 -0.315
P -1.206 -0.063 0.377 -0.183
Se -3.278 -0.740 0.286 -0.377
C -1.087 1.642 0.925 0.887
C 0.005 2.410 0.531 -0.197
C 0.118 3.717 0.977 -0.758
C -0.856 4.254 1.807 -0.540
C -1.948 3.488 2.196 -0.738
C -2.069 2.180 1.756 -0.557
C -0.358 -1.121 1.540 0.861
C -0.185 -2.468 1.227 -0.355
C 0.448 -3.304 2.131 -0.769
C 0.873 -2.803 3.355 -0.684
C 0.663 -1.470 3.682 -0.662
C 0.053 -0.620 2.772 -0.329
H 4.031 -2.292 0.042 0.486
H 4.055 -4.668 0.691 0.430
H 2.317 -6.205 -0.164 0.427
H 0.552 -5.355 -1.676 0.407
H 0.504 -2.972 -2.299 0.486
H 2.290 -1.017 1.250 0.299
H 2.954 0.568 3.010 0.514
H 3.835 2.797 2.409 0.433
H 4.076 3.427 0.026 0.452
H 3.441 1.820 -1.744 0.364
H 0.761 1.997 -0.125 0.378
H 0.964 4.315 0.666 0.496
H -0.771 5.278 2.145 0.401
H -2.713 3.914 2.831 0.419
H -2.929 1.586 2.036 0.409
H -0.537 -2.857 0.282 0.587
H 0.607 -4.343 1.878 0.531
H 1.363 -3.459 4.063 0.437
H 0.982 -1.088 4.643 0.483
H -0.086 0.426 3.012 0.419
S -5.673 1.108 -1.207 -0.347
C -6.211 2.059 -2.574 0.619
C -7.560 2.525 -2.488 -0.162
N -8.640 2.903 -2.383 -0.412
C -5.415 2.344 -3.619 0.638
S -3.771 1.774 -3.758 -0.318
C -5.873 3.145 -4.713 -0.210
N -6.213 3.797 -5.597 -0.403
```

Results
* net charge: 0
* HOMO-LUMO gap: 6.515 eV
* HOMO: -8.27 eV
* total energy: -7846.66530 a.u.
* LUMO level: -0.064 Eh
* maximum force: 0.005 Eh/bohr